# 1
The following is a DFT calculation (ωB97M-V/def2-TZVPD) of a cluster of 2 separate species, C5H14N3 in total in a non-equilibrium geometry.

Values from the calculation:
Net charge: +1
Frontier orbital gap: 6.8 eV
ΔE to the lowest compared entry with this formula, charge and spin: 398.3 kJ/mol
Strongest force on any atom: 4.256 eV/A

CARTESIAN COORDINATES (ANGSTROEM)
C  1.67653  -0.11390  0.31445
C  -2.63964  0.13179  -0.75912
C  -1.66617  -0.68338  1.40481
C  1.04589  0.98278  -1.63346
C  -1.68452  -0.75175  -0.06158
N  2.27535  0.99633  0.68284
N  0.91786  -0.07334  -0.72085
N  1.75234  -1.34540  0.94494
H  -2.86187  -0.14292  -1.84995
H  -3.58878  0.39791  -0.20949
H  -2.11821  1.19223  -0.76099
H  -0.80161  -0.94774  2.04640
H  -2.28847  -1.61959  1.56176
H  -2.27562  0.00447  1.93584
H  0.35715  0.96195  -2.46438
H  1.06324  2.06046  -1.22497
H  2.03805  1.09623  -2.18800
H  -0.83348  -1.43778  -0.30801
H  2.52518  1.76669  0.03828
H  2.83857  1.04749  1.53217
H  2.56207  -1.48095  1.47571
H  1.70611  -2.04157  0.24361

Force components x, y, z for each atom (eV/Å):
C -1.340 -0.465 -1.796
C 0.176 0.943 -1.787
C -0.559 -1.647 0.467
C 1.585 3.286 -0.970
C 1.430 1.006 2.634
N 2.926 2.196 2.175
N -0.835 -1.549 -0.985
N -0.678 1.356 0.436
H 0.412 0.400 1.689
H 1.048 -0.772 -0.237
H -0.469 -1.912 -0.084
H 0.112 0.152 -1.164
H 0.189 0.061 -0.250
H -0.514 1.224 -0.078
H -0.585 -0.188 0.087
H -0.878 -1.229 -0.068
H -0.628 -1.030 0.692
H -1.357 0.567 -1.343
H -0.783 -1.162 0.490
H -0.219 -0.314 -0.443
H 1.252 -0.156 1.190
H -0.286 -0.769 -0.655

=====

# 2
The following is a DFT calculation (ωB97M-V/def2-TZVPD) of a structure of composition C22H51BF4N5O6 in a non-equilibrium geometry.

Values from the calculation:
Net charge: -1
Frontier orbital gap: 9.6 eV
Strongest force on any atom: 17.268 eV/A

CARTESIAN COORDINATES (ANGSTROEM)
B  0.46002  -0.05833  0.89808
F  -0.73898  -0.03033  1.55808
F  1.47102  -0.51733  1.68308
F  0.39802  -0.76733  -0.25892
F  0.77802  1.25867  0.42808
C  0.68902  1.29767  -3.06892
C  -0.26698  2.28367  -3.65692
N  -0.93698  3.09367  -4.13592
H  1.32802  0.72967  -3.84492
H  1.32402  1.74367  -2.26792
H  0.01902  0.56967  -2.64692
C  1.70502  2.63067  3.67308
C  2.31502  2.92567  4.84908
N  2.87202  3.20367  5.88008
H  1.62402  3.31967  2.86008
H  2.08102  1.70867  3.22008
H  0.78002  2.23567  3.85008
C  -0.21298  -3.81333  0.22408
C  -0.07198  -5.39933  0.32408
N  -0.01998  -6.55333  0.37408
H  -1.17198  -3.40433  -0.28892
H  -0.14698  -3.33933  1.35408
H  0.81702  -3.30033  -0.09392
C  4.17302  1.00367  -0.70792
C  5.67802  1.05967  -0.30092
N  6.75002  0.99367  0.11808
H  3.91602  1.93767  -1.19392
H  4.11102  0.35967  -1.67892
H  3.33602  0.92467  -0.11592
C  -2.64198  0.84167  4.55408
C  -2.32098  -0.00433  5.73808
N  -2.03898  -0.62133  6.71208
H  -1.90498  1.52767  4.18208
H  -2.55998  0.15767  3.74208
H  -3.51398  1.39067  4.62608
C  -4.08698  -3.34133  -0.23392
C  -3.78898  -1.84533  -0.07892
O  -4.36798  -1.05533  -1.12492
H  -3.68798  -4.07833  0.64808
H  -3.52298  -3.64633  -1.11992
H  -4.96398  -3.62833  -0.35492
H  -2.61398  -1.63133  0.09808
H  -4.20498  -1.27233  0.82508
H  -3.68198  -0.32533  -0.95092
C  1.15502  4.46567  -0.77592
C  2.14902  5.28367  -1.69792
O  2.62302  4.36167  -2.73692
H  0.77302  5.41267  -0.25992
H  1.41802  3.63867  -0.15292
H  0.38402  4.10467  -1.48292
H  3.02202  5.66467  -1.09092
H  1.61302  6.18567  -1.91292
H  3.64602  4.56067  -2.87492
C  -3.38198  2.90867  -1.02592
C  -2.25898  2.09167  -0.31092
O  -2.03098  0.89167  -1.07392
H  -2.99498  3.26267  -1.77892
H  -3.63998  3.68667  -0.51392
H  -4.18498  2.30667  -0.98692
H  -2.62098  2.15067  0.75508
H  -1.41998  2.56167  -0.34792
H  -1.41198  0.48867  -0.48692
C  3.35202  -2.74433  -2.19792
C  2.09502  -2.46133  -2.96492
O  2.06402  -3.43833  -3.98492
H  3.35602  -2.08233  -1.27992
H  4.16802  -2.42433  -2.91292
H  3.40702  -3.82633  -1.98692
H  2.30602  -1.46233  -3.69592
H  1.35102  -2.56333  -2.40092
H  1.54802  -3.10233  -4.62692
C  -1.61098  -1.47133  -3.11692
C  -2.62598  -2.45533  -3.81392
O  -2.63798  -2.34833  -5.18992
H  -0.36698  -1.91733  -3.33892
H  -1.58298  -1.50133  -2.23792
H  -1.84798  -0.42033  -3.69492
H  -3.57398  -2.26433  -3.26492
H  -2.17298  -3.44733  -3.49592
H  -3.27898  -2.97833  -5.67392
C  1.53402  -0.56733  5.57408
C  0.62002  -1.38033  4.69108
O  1.46702  -2.18233  3.91108
H  2.30002  0.16667  5.22008
H  1.90502  -1.46333  6.30708
H  0.91102  0.13567  6.08608
H  -0.06398  -0.86233  4.20408
H  -0.05798  -1.84033  5.32108
H  1.44002  -1.68933  3.02408

Force components x, y, z for each atom (eV/Å):
B 0.500 1.776 -0.975
F -1.059 -0.081 0.642
F 1.112 -0.460 1.125
F -0.530 -1.729 -1.437
F 0.094 0.609 0.598
C 0.238 -0.154 -0.860
C 1.069 0.342 -0.330
N 0.252 -0.661 0.452
H -1.066 1.310 1.033
H -0.581 -0.214 -0.742
H 0.090 -0.534 0.561
C -0.066 -1.998 -3.736
C 4.838 2.797 8.040
N -2.799 -1.403 -5.001
H 0.225 0.947 -0.063
H 0.863 0.070 -0.050
H -3.087 -0.484 0.707
C 1.810 0.688 2.444
C -0.573 2.473 -0.402
N 0.025 1.016 -0.011
H 1.981 -1.096 0.733
H -0.759 -1.590 -2.540
H -2.455 -1.466 -0.196
C 3.576 0.326 -4.657
C -2.736 -0.627 0.695
N -0.436 0.241 -0.535
H 0.486 0.806 -0.062
H 0.069 0.441 2.118
H -1.099 -1.172 2.450
C 2.068 -1.768 0.262
C 1.138 -0.707 3.244
N -1.173 2.123 -3.699
H 1.026 0.529 0.905
H -0.982 -0.708 -0.989
H -2.088 0.534 0.206
C 9.379 0.884 2.675
C 0.573 0.948 2.677
O 2.737 0.848 0.441
H -0.587 2.181 -1.813
H -0.011 -0.180 -0.026
H -8.331 -1.808 -1.123
H -2.303 -0.744 -0.952
H 0.365 -1.757 -0.327
H -1.607 -0.247 -1.639
C -0.665 3.395 -1.745
C 1.538 -2.864 2.228
O 2.914 2.057 0.053
H -0.285 -1.888 0.288
H 0.834 -0.166 0.448
H 0.045 0.255 0.478
H -0.624 -0.605 -0.504
H -0.356 0.288 -1.537
H -3.401 -0.587 0.319
C 1.753 -5.955 5.694
C -6.224 -0.305 -0.253
O -1.545 0.546 1.210
H 3.043 2.808 -8.844
H -1.324 4.753 3.768
H -2.949 -2.148 -1.149
H 0.611 -1.702 -0.580
H 5.320 3.302 0.019
H 1.115 -1.342 0.203
C 0.934 1.451 -0.080
C 7.665 2.276 -6.821
O 2.192 -2.602 2.682
H 0.303 -0.995 -0.800
H -0.385 -0.664 1.220
H 0.103 0.574 0.177
H -1.257 -1.675 2.942
H -6.617 0.232 4.361
H -2.825 1.385 -3.579
C 2.169 0.515 -17.124
C 1.550 -1.106 3.357
O -1.223 -0.577 -2.279
H -3.767 1.702 0.004
H -0.569 0.103 13.291
H 1.141 -2.297 2.020
H 0.136 -0.301 -0.799
H -1.108 0.473 -0.361
H 1.504 1.462 1.789
C 0.322 -1.147 2.146
C 4.365 -0.189 1.382
O -0.980 0.235 -2.689
H -0.087 -1.537 -0.493
H -0.121 2.881 -1.380
H -0.636 0.169 1.293
H -2.551 3.044 -3.445
H -0.747 -2.249 1.646
H 0.506 -1.305 1.595

=====

# 3
The following is a DFT calculation (ωB97M-V/def2-TZVPD) of an isolated molecule of C5H11NO.

Values from the calculation:
Frontier orbital gap: 10.1 eV
ΔE to the lowest compared entry with this formula, charge and spin: 79.1 kJ/mol
Strongest force on any atom: 0.392 eV/A
SMILES: CCN(C)C(C)=O

CARTESIAN COORDINATES (ANGSTROEM)
C  1.17037  -0.03481  -1.99070
C  1.38046  -0.26065  -0.49829
N  0.16985  -0.30186  0.31967
C  -0.96191  -1.13554  -0.08298
C  -0.26198  0.92359  0.81759
C  -1.13445  0.83047  2.05529
O  0.10984  1.99190  0.37339
H  2.12989  0.18529  -2.46983
H  0.50521  0.81920  -2.14533
H  0.74949  -0.91435  -2.48989
H  1.96603  0.56847  -0.09431
H  1.95809  -1.17778  -0.32270
H  -0.77740  -1.56491  -1.06995
H  -1.19465  -1.93644  0.62570
H  -1.85149  -0.49952  -0.18055
H  -0.59148  1.40094  2.81398
H  -1.25392  -0.19551  2.41164
H  -2.11193  1.30152  1.92726

Force components x, y, z for each atom (eV/Å):
C -0.048 0.024 -0.078
C 0.106 0.015 -0.067
N -0.074 0.339 -0.028
C -0.219 -0.133 -0.035
C 0.255 0.240 0.058
C -0.065 0.025 0.040
O 0.075 -0.210 0.322
H -0.133 -0.040 0.052
H 0.095 -0.090 -0.039
H 0.035 0.146 0.053
H -0.019 -0.136 -0.082
H -0.195 0.071 -0.030
H 0.014 -0.032 0.183
H 0.164 0.009 -0.077
H 0.036 -0.331 -0.054
H -0.140 -0.049 -0.004
H -0.025 0.171 -0.118
H 0.138 -0.017 -0.097

=====

# 4
The following is a DFT calculation (ωB97M-V/def2-TZVPD) of an isolated molecule of C6H4O.

Values from the calculation:
Frontier orbital gap: 10.0 eV
ΔE to the lowest compared entry with this formula, charge and spin: 223.4 kJ/mol
Strongest force on any atom: 0.631 eV/A
SMILES: C#CC(=O)C#CC

CARTESIAN COORDINATES (ANGSTROEM)
C  2.98982  -0.87292  0.66479
C  2.17671  0.01527  0.63251
C  1.21582  1.11563  0.60593
O  1.48086  2.20705  1.06367
C  -0.06403  0.75939  0.02263
C  -1.11414  0.31300  -0.37117
C  -2.36115  -0.33422  -0.76430
H  3.72999  -1.64279  0.70049
H  -3.13513  0.38038  -1.05601
H  -2.72771  -0.90962  0.09178
H  -2.19105  -1.03116  -1.59033

Force components x, y, z for each atom (eV/Å):
C -0.328 0.400 -0.015
C 0.501 -0.383 0.027
C 0.042 0.324 0.142
O -0.142 -0.432 -0.243
C -0.468 -0.236 -0.135
C 0.461 0.084 0.234
C -0.044 -0.013 -0.004
H -0.157 0.112 -0.012
H 0.164 -0.040 0.041
H -0.018 0.059 -0.133
H -0.010 0.124 0.098

=====

# 5
The following is a DFT calculation (ωB97M-V/def2-TZVPD) of a structure of composition C8Br4F6N2O8PtS2.

Values from the calculation:
Net charge: -2
Frontier orbital gap (spin up / spin down): 5.6 / 5.6 eV
ΔE to the lowest compared entry with this formula, charge and spin: 34.3 kJ/mol
Strongest force on any atom: 0.929 eV/A

CARTESIAN COORDINATES (ANGSTROEM)
Pt  0.10883  0.07425  -0.05635
Br  -1.66714  -6.93310  -0.17312
C  -0.70972  -5.29145  -0.11537
C  0.64339  -5.27994  0.11649
Br  1.60482  -6.90111  0.36171
C  1.32280  -4.04560  0.16351
Br  3.19389  -3.95134  0.48320
C  0.68136  -2.83119  -0.02435
O  1.30889  -1.69332  0.01668
C  -0.74538  -2.83780  -0.30256
O  -1.32654  -1.71845  -0.51436
C  -1.39022  -4.07632  -0.30984
Br  -3.25724  -4.02023  -0.65370
O  -1.87484  0.86464  1.91209
N  -0.95267  0.44908  2.55402
O  0.09675  0.04883  1.87832
F  -2.01958  1.97859  -1.80994
C  -1.35357  3.09088  -2.06305
F  -2.13618  4.12899  -1.73579
F  -1.10866  3.16525  -3.37645
S  0.24108  3.20701  -1.08372
O  -0.01358  2.38660  0.08577
O  0.41487  4.61057  -0.87548
N  1.38656  2.68032  -2.01308
S  1.58757  1.15004  -2.33861
O  2.70594  0.55180  -1.69095
O  0.32154  0.42337  -2.42044
C  2.20082  1.27322  -4.07994
F  1.39818  2.00253  -4.86501
F  3.41545  1.82202  -4.11038
F  2.27997  0.04517  -4.59611

Force components x, y, z for each atom (eV/Å):
Pt 0.349 0.662 -0.550
Br -0.015 0.003 -0.006
C -0.231 0.017 -0.019
C 0.229 -0.088 0.026
Br 0.013 0.015 0.005
C 0.087 0.052 0.065
Br 0.018 -0.031 0.012
C 0.127 0.085 0.009
O -0.314 0.054 -0.110
C -0.229 0.606 -0.078
O -0.254 -0.605 -0.007
C -0.071 -0.198 -0.061
Br -0.010 -0.020 -0.003
O -0.109 0.008 -0.019
N 0.133 0.024 -0.181
O 0.070 -0.228 0.597
F 0.033 -0.003 -0.023
C -0.013 0.016 0.011
F 0.022 -0.008 0.015
F 0.023 0.008 0.012
S 0.026 0.125 -0.069
O -0.183 -0.320 -0.099
O -0.022 0.025 0.022
N -0.047 -0.039 -0.099
S 0.455 -0.009 0.099
O 0.119 0.034 -0.091
O 0.175 -0.240 0.545
C -0.398 0.048 -0.136
F -0.001 -0.049 0.070
F -0.008 0.033 0.039
F 0.025 0.023 0.026

=====

# 6
The following is a DFT calculation (ωB97M-V/def2-TZVPD) of an isolated molecule of C7H11IO5P2 in a non-equilibrium geometry.

Values from the calculation:
Frontier orbital gap: 8.7 eV
Strongest force on any atom: 3.626 eV/A
SMILES: C#C[C@@]1(P(=O)(O)O)OC[C@H](I)[C@H]1P(C)O

CARTESIAN COORDINATES (ANGSTROEM)
C  0.94788  3.28072  0.60570
C  0.52126  2.13113  0.55124
C  -0.32380  0.79073  0.51463
P  -1.19842  0.70691  2.18524
O  -1.70157  -0.65546  2.57226
O  -0.27021  1.35928  3.43902
O  -2.52996  1.74018  2.06047
O  -1.35541  1.01452  -0.45729
C  -2.03188  -0.26022  -0.61121
C  -0.83114  -1.31868  -0.59125
I  -1.21012  -3.28037  0.25273
C  0.44789  -0.48204  -0.03855
P  1.48259  -0.25749  -1.63332
C  1.90905  -1.97006  -2.34740
O  3.02306  0.41661  -1.22308
H  1.13582  4.34222  0.93164
H  0.66828  1.43608  3.16300
H  -3.32272  1.21317  2.28713
H  -2.41685  -0.20534  -1.67488
H  -2.88430  -0.38803  0.12657
H  -0.68987  -1.54879  -1.69164
H  0.98885  -1.11228  0.73698
H  1.73111  -2.72995  -1.51972
H  1.22556  -2.13470  -3.22759
H  3.01532  -2.02737  -2.61953
H  3.66956  -0.06078  -1.79116

Force components x, y, z for each atom (eV/Å):
C -0.951 -0.811 1.039
C -0.557 0.333 -0.090
C 1.884 2.715 -1.275
P -1.947 -0.688 2.981
O 0.918 1.666 -0.989
O -0.581 -0.609 -2.723
O 2.145 -1.229 0.119
O 0.072 -1.026 0.962
C 0.224 -0.053 -1.065
C 0.039 0.857 -1.106
I 0.134 0.848 -0.160
C -0.668 -2.184 1.100
P 0.151 1.815 -1.053
C 0.160 -0.429 1.599
O -0.853 -1.692 -0.418
H -0.004 -1.871 -0.915
H -0.630 0.108 0.195
H 0.627 0.150 -0.088
H 0.077 -0.228 1.381
H 1.254 -0.076 -0.712
H 0.084 0.113 1.300
H -0.738 0.986 -0.615
H 0.184 0.515 -1.274
H 0.932 0.068 0.957
H -1.534 0.171 0.155
H -0.421 0.552 0.694

=====

Number 1: total energy -9873.03799 eV. Number 2: total energy -54917.71775 eV. Number 3: total energy -8900.87714 eV. Number 4: total energy -8330.12493 eV. Number 5: total energy -349045.46330 eV. Number 6: total energy -44351.31682 eV.